Arrangement a

An isolated molecule of Cl2O3S2. Source: OMol25; level of theory: ωB97M-V/def2-TZVPD.

```
7
Properties=species:S:1:pos:R:3:lowdin_charge:R:1
O 1.75 -1.57 -0.54 -0.4381
O -0.83 0.86 1.10 -0.6374
O -0.28 0.29 -1.12 -0.6545
S 1.04 -0.61 0.24 0.7451
S -1.41 0.86 -0.22 0.4727
Cl 2.31 1.00 0.59 0.2806
Cl -2.58 -0.83 -0.06 0.2317
```

Summary:
Kohn-Sham gap (spin up / spin down)	8.3831 / 8.3836	eV

=====

Arrangement b

An isolated molecule of Cl2O3S2. Source: OMol25; level of theory: ωB97M-V/def2-TZVPD.

```
7
Properties=species:S:1:pos:R:3:lowdin_charge:R:1
O -1.78 -0.47 -1.48 -0.4434
O -0.07 0.07 0.44 -0.8207
O 1.03 2.20 1.09 -0.4334
S -1.60 -0.71 -0.07 0.6796
S 1.36 0.86 0.90 0.6814
Cl -1.17 -2.74 0.24 0.2108
Cl 2.23 0.77 -1.12 0.1258
```

Summary:
Kohn-Sham gap	9.5331	eV

=====

Of them, the most stable is arrangement a and the least stable is arrangement b.

=====

Arrangement a

A structure of composition F3NO2S. Source: OMol25; level of theory: ωB97M-V/def2-TZVPD.

```
7
Properties=species:S:1:pos:R:3:lowdin_charge:R:1
N -0.37 -1.14 -0.14 -0.1567
O -1.02 1.21 -1.11 -0.2866
O 2.19 0.98 -0.87 -0.3252
F 0.72 -1.69 0.44 -0.0137
F -1.33 -1.16 0.82 -0.0114
F -0.22 1.12 1.21 -0.2308
S 0.03 0.68 -0.35 1.0244
```

Summary:
Kohn-Sham gap (spin up / spin down)	8.6807 / 8.6756	eV

=====

Arrangement b

A cluster of 2 separate species, F3NO2S in total. Source: OMol25; level of theory: ωB97M-V/def2-TZVPD.

```
7
Properties=species:S:1:pos:R:3:lowdin_charge:R:1
N -1.62 0.56 -0.11 0.0453
O 2.12 0.00 -0.49 -0.2857
O 1.22 -2.04 0.50 -0.2841
F -1.26 1.70 -0.61 0.0213
F -2.33 -0.10 -1.08 -0.0377
F 0.85 0.09 1.89 -0.2813
S 1.17 -0.63 0.37 0.8223
```

Summary:
Kohn-Sham gap (spin up / spin down)	9.8614 / 8.4117	eV

=====

Of them, the most stable is arrangement b and the least stable is arrangement a.

=====

Arrangement a

A structure of composition C4H10N. Source: OMol25; level of theory: ωB97M-V/def2-TZVPD.

```
15
Properties=species:S:1:pos:R:3:lowdin_charge:R:1
C 0.58 -0.20 -1.95 0.0039
C 1.36 0.80 -1.18 -0.0084
C -1.27 -0.66 1.08 -0.0281
C -0.74 0.09 0.15 -0.1381
N 0.56 -0.22 -0.50 -0.0790
H -0.33 0.22 -2.39 0.1500
H 1.25 -1.01 -2.26 0.1542
H 2.36 0.69 -1.07 0.1023
H 1.07 1.79 -1.00 0.1230
H -2.04 -0.16 1.72 0.0655
H -0.52 -1.39 1.40 0.0852
H -0.78 0.35 3.24 0.1095
H -1.29 -0.25 3.00 0.0419
H -1.24 1.02 -0.29 0.1646
H 1.04 -1.06 0.06 0.2534
```

Summary:
Kohn-Sham gap	11.5658	eV
net charge	+1

=====

Arrangement b

The ion C4H10N with charge +1. Source: OMol25; level of theory: ωB97M-V/def2-TZVPD.

```
15
Properties=species:S:1:pos:R:3:lowdin_charge:R:1
C -1.01 0.69 -0.23 -0.1694
C -0.82 -0.22 0.95 -0.1739
C 0.71 -0.33 1.05 -0.0620
N 1.12 -0.19 -0.44 0.0931
C -0.11 0.10 -1.26 -0.1194
H -2.03 0.70 -0.67 0.1514
H -0.61 1.64 0.03 0.1143
H -1.39 -0.07 1.83 0.1186
H -1.18 -1.25 0.80 0.1291
H 1.03 0.57 1.61 0.1454
H 1.00 -1.31 1.49 0.1482
H 1.67 0.66 -0.50 0.1844
H 1.58 -0.96 -0.85 0.1597
H 0.14 0.73 -2.04 0.1152
H -0.64 -0.83 -1.62 0.1653
```

Summary:
Kohn-Sham gap	12.9822	eV
SMILES	C1CC[NH2+]C1
net charge	+1

=====

Of them, the most stable is arrangement b and the least stable is arrangement a.

=====

Arrangement a

A cluster of 2 separate species, C4H10N in total. Source: OMol25; level of theory: ωB97M-V/def2-TZVPD.

```
15
Properties=species:S:1:pos:R:3:lowdin_charge:R:1
C -1.87 -0.75 -1.77 0.1881
N -1.72 -1.66 -0.88 0.2220
H -1.10 0.02 -1.83 0.1139
H -2.77 -0.60 -2.35 0.1329
H -2.53 -2.10 -0.48 0.1622
H -0.82 -1.68 -0.39 0.1342
C 0.34 1.41 0.40 -0.1198
C 1.08 0.17 0.84 -0.2501
C 2.31 0.24 1.36 0.0036
H 0.90 2.28 0.74 0.0786
H 0.45 1.53 -0.69 0.0674
H -0.65 1.48 0.82 0.0734
H 0.77 -0.86 0.71 0.0595
H 2.76 -0.61 1.87 0.0638
H 2.85 1.13 1.65 0.0702
```

Summary:
Kohn-Sham gap	6.9809	eV
net charge	+1

=====

Arrangement b

The ion C4H10N with charge +1. Source: OMol25; level of theory: ωB97M-V/def2-TZVPD.

```
15
Properties=species:S:1:pos:R:3:lowdin_charge:R:1
C 1.45 2.01 0.26 -0.1034
C 0.83 0.98 -0.66 -0.2014
C -0.12 0.09 0.12 -0.0606
C -0.61 -1.04 -0.35 -0.0749
N -1.44 -1.94 0.51 0.1962
H 2.26 1.65 0.85 0.0704
H 0.74 2.44 0.97 0.0794
H 1.86 2.90 -0.23 0.0833
H 1.58 0.30 -1.07 0.1210
H 0.21 1.50 -1.40 0.1260
H -0.33 0.33 1.13 0.1118
H -0.56 -1.45 -1.35 0.1342
H -2.00 -1.39 1.15 0.1717
H -2.10 -2.46 -0.07 0.1697
H -0.92 -2.63 1.06 0.1767
```

Summary:
Kohn-Sham gap	11.1253	eV
SMILES	CC/C=C/[NH3+]
net charge	+1

=====

Arrangement c

A cluster of 3 separate species, C4H10N in total. Source: OMol25; level of theory: ωB97M-V/def2-TZVPD.

```
15
Properties=species:S:1:pos:R:3:lowdin_charge:R:1
C 0.27 -1.06 -0.06 -0.1131
N 0.28 -0.28 -1.16 0.2342
C 0.93 0.90 -0.85 -0.1972
C 1.75 0.97 0.44 -0.1126
C 1.81 -0.58 0.60 -0.0545
H -0.23 -1.01 0.88 0.1592
H 0.49 -2.17 -0.16 0.1626
H -7.17 0.18 -0.33 -0.0045
H -8.01 0.05 -0.10 0.0045
H -0.02 1.58 -0.71 0.2270
H 1.65 1.09 -1.63 0.1575
H 2.75 1.44 0.42 0.1362
H 1.22 1.25 1.33 0.1141
H 1.90 -1.27 1.55 0.1695
H 2.40 -1.08 -0.20 0.1172
```

Summary:
Kohn-Sham gap	7.0570	eV
net charge	+1

=====

Of them, the most stable is arrangement b and the least stable is arrangement c.

=====

Arrangement a

A cluster of 3 separate species, C3H13NO2 in total. Source: OMol25; level of theory: ωB97M-V/def2-TZVPD.

```
19
Properties=species:S:1:pos:R:3:lowdin_charge:R:1
C 1.94 0.08 0.08 -0.1253
N 0.79 0.35 -0.79 -0.3306
C 0.20 1.63 -0.30 -0.1117
C 1.16 0.49 -2.20 -0.1155
H 1.59 0.14 1.12 0.0750
H 2.78 0.76 -0.04 0.0807
H 2.14 -0.99 -0.03 0.0803
H -0.60 1.92 -0.99 0.0778
H -0.33 1.38 0.62 0.0678
H 0.94 2.42 -0.20 0.0830
H 0.28 0.74 -2.78 0.0790
H 1.49 -0.52 -2.48 0.0828
H 2.02 1.15 -2.34 0.0792
O -4.21 -1.85 1.86 -0.0779
H -3.26 -2.07 1.80 0.0080
H -4.21 -0.95 2.19 0.0179
O -1.19 -1.63 1.74 -0.0417
H -0.52 -2.25 1.48 0.0415
H -1.03 -0.81 1.26 0.0296
```

Summary:
Kohn-Sham gap	9.8276	eV
SMILES	CN(C)C.O.O

=====

Arrangement b

A cluster of 3 separate species, C3H13NO2 in total. Source: OMol25; level of theory: ωB97M-V/def2-TZVPD.

```
19
Properties=species:S:1:pos:R:3:lowdin_charge:R:1
C 0.31 -1.58 0.65 -0.1086
C 1.34 -0.50 0.87 -0.4743
C 1.90 -0.12 -0.62 -0.0621
N 0.73 0.65 1.54 0.0148
H 0.63 -2.33 -0.04 0.0546
H 0.07 -2.11 1.62 0.0871
H -0.64 -1.08 0.20 0.1062
H 2.29 -0.90 1.40 0.1431
H 2.42 0.85 -0.39 0.0684
H 2.59 -0.74 -1.07 0.0386
H 1.22 0.25 -1.33 0.0361
H -0.24 0.74 1.50 0.0057
H 1.11 1.55 1.13 0.0960
O -2.96 1.86 1.90 -0.0368
H -3.37 1.01 1.96 0.0185
H -2.00 1.87 1.84 0.0126
O -0.72 -0.60 -3.73 -0.0553
H -0.63 0.36 -3.79 0.0386
H -0.47 -0.86 -4.61 0.0168
```

Summary:
Kohn-Sham gap	9.9871	eV
SMILES	CC(C)N.O.O

=====

Arrangement c

A cluster of 3 separate species, C3H13NO2 in total. Source: OMol25; level of theory: ωB97M-V/def2-TZVPD.

```
19
Properties=species:S:1:pos:R:3:lowdin_charge:R:1
C -2.76 -0.52 -1.31 -0.1259
C -1.62 -0.87 -0.38 -0.2587
C -0.24 -0.39 -0.92 -0.3125
N 0.63 0.10 0.13 -0.0100
H -2.85 0.56 -1.46 0.0737
H -3.71 -0.93 -1.00 0.0677
H -2.57 -0.93 -2.31 0.0741
H -1.79 -0.44 0.61 0.0991
H -1.47 -1.95 -0.33 0.1006
H -0.42 0.36 -1.69 0.1015
H 0.16 -1.21 -1.54 0.1055
H 0.76 -0.67 0.79 0.0868
H 1.60 0.24 -0.16 0.0807
O 5.29 -0.14 1.19 -0.0620
H 6.16 -0.15 1.60 0.0299
H 4.71 0.45 1.68 0.0311
O -0.27 2.30 1.89 -0.0934
H -1.19 2.56 2.03 0.0252
H -0.42 1.63 1.19 -0.0135
```

Summary:
Kohn-Sham gap	10.5846	eV
SMILES	CCCN.O.O

=====

Arrangement d

A cluster of 3 separate species, C3H13NO2 in total. Source: OMol25; level of theory: ωB97M-V/def2-TZVPD.

```
19
Properties=species:S:1:pos:R:3:lowdin_charge:R:1
C 0.08 -1.45 -1.17 -0.1089
C -0.74 -0.18 -0.98 -0.2526
C -1.41 -0.14 0.40 -0.3123
N -2.17 1.06 0.69 -0.0098
H 0.71 -1.65 -0.30 0.0376
H -0.47 -2.38 -1.29 0.0741
H 0.79 -1.31 -1.99 0.0766
H -1.49 -0.04 -1.75 0.1055
H 0.01 0.61 -1.00 0.0795
H -2.09 -1.00 0.49 0.1073
H -0.65 -0.32 1.17 0.0997
H -1.60 1.81 1.03 0.0464
H -2.60 1.44 -0.15 0.0642
O 2.16 -0.69 1.66 -0.0388
H 2.72 -0.96 2.37 0.0230
H 1.97 -1.50 1.18 0.0254
O 1.92 2.20 -0.33 -0.0601
H 1.29 2.91 -0.41 0.0198
H 1.58 1.57 0.34 0.0233
```

Summary:
Kohn-Sham gap	9.8448	eV
SMILES	CCCN.O.O

=====

Of them, the most stable is arrangement d and the least stable is arrangement b.